Entry 1:
A cluster of 2 separate species, C2H12O2Si3 in total at a distorted geometry, computed with ωB97M-V/def2-TZVPD.

- multiplicity = 1
- molar mass (g mol⁻¹) = 152.37
- frontier orbital gap (eV) = 8.998
- energy relative to the best compared isomer or geometry (same formula, charge and spin) (kcal per mole) = 110.5
- HOMO (eV) = -9.75

Geometry (Å):
1 C -2.177 -1.475 -0.189
2 C -1.610 1.640 0.258
3 O 1.277 -2.954 0.251
4 O 1.929 -1.764 0.568
5 Si 3.106 1.093 0.239
6 Si -0.958 -0.184 0.530
7 Si 1.225 -0.421 -0.165
8 H -3.202 -1.481 0.071
9 H -2.227 -1.568 -1.261
10 H -1.619 -2.425 0.197
11 H -2.457 1.740 -0.340
12 H -1.727 2.209 1.170
13 H -0.773 2.294 -0.343
14 H 1.234 -2.808 -0.762
15 H 2.507 2.455 0.658
16 H 3.916 1.475 -1.006
17 H 3.918 0.554 1.405
18 H -1.595 -0.261 1.810
19 H 1.014 -1.480 -1.883

Results of the natural (NBO) charge analysis, in e, for atoms 1 through 5:
1 C -1.0512
2 C -1.0412
3 O -0.4360
4 O -0.6485
5 Si 0.3854



Entry 2:
A cluster of 4 separate species, C2H12O3S in total at a distorted geometry, computed with ωB97M-V/def2-TZVPD.

- structure (SMILES) = CCS.O.O.O
- multiplicity = 1
- molar mass (g mol⁻¹) = 116.18
- frontier orbital gap (eV) = 9.425
- energy relative to the best compared isomer or geometry (same formula, charge and spin) (kcal per mole) = 53.4
- HOMO (eV) = -8.99

Geometry (Å):
1 C -1.393 -0.498 0.075
2 C -2.225 0.755 -0.258
3 S -2.082 0.904 -2.252
4 H -1.347 -0.704 1.129
5 H -0.420 -0.560 -0.096
6 H -1.808 -1.494 -0.309
7 H -3.233 0.751 -0.081
8 H -2.032 1.658 0.159
9 H -2.312 2.143 -2.344
10 H 1.867 0.932 0.237
11 H 2.835 0.821 1.348
12 O 2.281 0.312 0.858
13 H 1.634 -1.187 2.704
14 H 1.040 -1.810 1.387
15 O 1.362 -1.974 2.217
16 H 2.433 -0.451 -1.256
17 H 1.787 0.438 -2.142
18 O 1.613 -0.038 -1.376

Results of the natural (NBO) charge analysis, in e, for atoms 1 through 5:
1 C -0.6442
2 C -0.3877
3 S -0.1335
4 H 0.2205
5 H 0.2254



Entry 3:
A cluster of 2 separate species, C2H12O3Si3 in total at a distorted geometry, computed with ωB97M-V/def2-TZVPD.

- multiplicity = 1
- molar mass (g mol⁻¹) = 168.37
- frontier orbital gap (eV) = 7.227
- energy relative to the best compared isomer or geometry (same formula, charge and spin) (kcal per mole) = 52.9
- HOMO (eV) = -8.91

Geometry (Å):
1 C 2.053 -1.557 -0.802
2 C -2.967 1.023 -0.029
3 O 2.967 1.069 0.105
4 O -2.442 -1.536 0.632
5 O 0.662 2.155 -0.348
6 Si 2.528 -0.372 0.515
7 Si -1.504 -0.279 0.080
8 Si 0.323 0.209 1.483
9 H 2.396 -2.589 -0.601
10 H 1.004 -1.577 -0.839
11 H 2.261 -1.274 -1.808
12 H -3.078 1.531 0.939
13 H -2.834 1.851 -0.775
14 H -3.873 0.426 -0.214
15 H 0.442 2.154 -1.261
16 H -2.313 -2.352 0.165
17 H 1.593 1.877 -0.082
18 H 3.439 -1.234 1.356
19 H -0.747 -0.747 -1.158
20 H 0.091 1.222 2.643

Results of the natural (NBO) charge analysis, in e, for atoms 1 through 5:
1 C -1.1756
2 C -1.0723
3 O -1.2499
4 O -1.0906
5 O -0.9845



Entry 4:
A cluster of 5 separate species, C2H12O4 in total at a distorted geometry, computed with ωB97M-V/def2-TZVPD.

- structure (SMILES) = C=C.O.O.O.O
- multiplicity = 1
- molar mass (g mol⁻¹) = 100.11
- frontier orbital gap (eV) = 10.204
- energy relative to the best compared isomer or geometry (same formula, charge and spin) (kcal per mole) = 45.6
- HOMO (eV) = -10.03

Geometry (Å):
1 C 1.681 -2.822 -0.975
2 C 1.166 -3.818 -1.711
3 H 1.688 -1.815 -1.350
4 H 2.072 -3.056 0.008
5 H 0.364 -3.572 -2.405
6 H 1.242 -4.839 -1.333
7 H -0.337 3.569 -1.233
8 H -1.951 3.427 -1.396
9 O -1.071 3.279 -1.745
10 H 1.015 0.549 1.658
11 H 0.894 -0.806 0.881
12 O 1.444 -0.271 1.466
13 H 0.204 2.612 2.387
14 H -1.138 2.098 3.147
15 O -0.665 2.251 2.341
16 H -2.318 0.287 0.162
17 H -1.763 1.742 0.145
18 O -2.527 1.187 -0.048

Results of the natural (NBO) charge analysis, in e, for atoms 1 through 5:
1 C -0.3959
2 C -0.3891
3 H 0.1952
4 H 0.1976
5 H 0.1997